C45H90O29 | ωB97M-V with the def2-TZVPD basis set

```
164
Properties=species:S:1:pos:R:3:mulliken_charge:R:1
C 2.94747 5.56985 -1.35030 -0.746
O 3.00236 5.64800 -2.74236 -0.170
C 4.10495 6.19574 -3.32783 0.593
O 5.09264 6.61022 -2.74318 -0.575
O 4.08684 6.12826 -4.71574 -0.362
C 3.06823 5.43317 -5.40366 -0.062
H 3.88827 5.25466 -0.89902 0.589
H 2.13918 4.87247 -1.13029 -0.053
H 2.68831 6.51841 -0.87999 0.375
H 2.12161 5.65227 -4.90970 0.023
H 3.22774 4.35511 -5.42488 0.004
H 3.01310 5.79692 -6.42969 0.315
C -6.96894 0.17555 6.40791 -0.685
O -5.63132 -0.38991 6.23706 -0.355
C -4.82188 0.03758 5.30255 0.853
O -5.10121 0.82373 4.36721 -0.626
O -3.70950 -0.62377 5.47406 -0.307
C -2.63018 -0.28466 4.65475 -0.400
H -7.46117 -0.10403 7.33939 0.256
H -7.61632 -0.22372 5.62715 0.297
H -6.99181 1.25706 6.27413 0.310
H -1.72074 -0.56434 5.18655 0.261
H -2.54671 0.74286 4.30072 0.444
H -2.63657 -0.94056 3.78420 -0.100
C -1.46067 -0.66134 1.23686 -0.135
O -0.40879 -0.49878 0.30488 0.550
C 0.09006 0.64429 0.01388 -0.261
O -0.14293 1.70946 0.56240 -0.276
O 0.76310 0.46070 -1.07381 0.958
C 1.52557 1.58555 -1.57409 0.101
H -2.48756 -0.63663 0.87219 0.092
H -1.43693 0.03951 2.07134 -0.514
H -1.34470 -1.66007 1.65781 0.337
H 1.03667 2.55502 -1.47825 -0.459
H 1.59509 1.52835 -2.66037 -0.328
H 2.54364 1.62173 -1.18639 0.361
C -4.66841 -3.44915 0.97292 -0.577
O -3.70683 -3.11716 2.02468 0.164
C -3.74880 -3.70013 3.27051 0.541
O -2.90570 -3.51329 4.08316 -0.502
O -4.78463 -4.54312 3.27819 -0.398
C -4.84052 -5.48461 4.30450 -0.617
H -4.76209 -2.61769 0.27435 0.119
H -5.66046 -3.68604 1.35736 0.351
H -4.37656 -4.33452 0.40808 0.233
H -3.96352 -6.09834 4.09880 0.154
H -5.83428 -5.91445 4.43015 0.257
H -4.64232 -4.98796 5.25432 0.303
C -1.76518 -2.05623 -2.20171 -0.583
O -2.81054 -2.94302 -1.99015 0.296
C -2.79498 -4.05696 -2.56760 0.565
O -1.91891 -4.44706 -3.29409 -0.659
O -4.02848 -4.65447 -2.44746 -0.275
C -4.34766 -5.93309 -3.04356 -0.741
H -2.03714 -1.14562 -1.66793 -0.254
H -1.74564 -1.76471 -3.25182 0.657
H -0.80012 -2.33471 -1.77836 -0.020
H -3.80326 -6.81638 -2.70959 0.291
H -4.20370 -5.88170 -4.12279 0.305
H -5.37305 -6.14099 -2.73786 0.260
C -0.57697 5.29925 -3.36240 -0.464
O -0.55832 3.88892 -3.25849 0.129
C -1.01589 2.97340 -4.22963 0.281
O -1.51566 3.29633 -5.30518 -0.621
O -0.79418 1.68542 -3.85892 -0.012
C -1.23524 0.56958 -4.58128 -0.503
H -0.32346 5.70859 -4.34029 0.316
H 0.28041 5.61675 -2.76894 -0.034
H -1.46210 5.76333 -2.92733 0.287
H -0.51962 -0.24487 -4.46879 -0.234
H -1.44363 0.69698 -5.64356 0.351
H -2.06139 0.20423 -3.97129 0.512
C -0.70008 -5.05698 0.55103 -0.573
O -0.61010 -5.90681 1.69444 -0.248
C -1.33967 -7.04846 1.69967 0.723
O -2.23860 -7.34629 0.93506 -0.582
O -0.90112 -7.78096 2.73616 -0.346
C -1.72425 -8.94289 3.04742 -0.687
H -1.67005 -4.95252 0.06485 0.181
H -0.10952 -5.36415 -0.31210 0.451
H -0.21150 -4.14753 0.90074 0.121
H -2.80774 -8.84806 3.11931 0.283
H -1.45775 -9.42566 3.98764 0.285
H -1.58936 -9.65066 2.22951 0.298
C 2.73706 3.14973 2.21046 0.467
C 3.74189 4.21165 1.87884 0.622
O 3.30846 5.30798 1.58081 -0.565
C 5.12415 3.72714 1.68106 -0.975
H 2.85163 2.32826 1.50324 -0.254
H 1.72359 3.51244 2.03896 -0.557
H 2.88001 2.61523 3.14959 0.494
H 5.06299 2.69676 1.33079 -0.052
H 5.74998 3.69269 2.57282 0.391
H 5.71553 4.27398 0.94665 0.426
C 3.59292 -3.42622 2.55878 -1.371
C 2.80750 -2.47711 1.79042 0.831
O 2.51429 -2.65715 0.56279 -0.406
C 2.38382 -1.14038 2.51526 -1.100
H 4.04724 -2.89750 3.39672 0.351
H 4.21759 -3.95859 1.84152 0.432
H 3.04530 -4.32242 2.85041 0.294
H 3.18648 -0.51605 2.90778 0.538
H 1.85025 -1.32417 3.44780 0.558
H 1.75808 -0.47179 1.92404 -0.031
C 2.47655 1.06345 -5.81423 -0.880
C 3.78410 1.12499 -4.95929 0.900
O 3.85660 1.47543 -3.82046 -0.416
C 5.03374 0.53006 -5.64489 -1.391
H 2.65985 0.63702 -6.80047 0.517
H 2.21968 2.06878 -6.14804 0.364
H 1.66509 0.48242 -5.37600 -0.132
H 5.54567 -0.20406 -5.02272 0.292
H 5.81273 1.24165 -5.91855 0.383
H 4.83732 0.02510 -6.59069 0.388
C -5.68355 0.77552 0.26588 -1.323
C -4.66459 0.82533 -0.88927 0.739
O -4.10349 -0.12410 -1.34862 -0.421
C -4.31200 2.26850 -1.30686 -0.749
H -5.16057 1.08119 1.17206 0.293
H -6.06072 -0.24350 0.35204 0.278
H -6.54770 1.39410 0.02358 0.505
H -5.07681 2.98735 -1.01293 0.436
H -4.09379 2.29612 -2.37444 0.310
H -3.35723 2.54738 -0.86105 -0.095
C 0.69008 -2.82747 -4.53174 -0.698
C 2.08764 -2.61476 -3.95540 0.543
O 3.02137 -2.42379 -4.73722 -0.641
C 2.20874 -2.51884 -2.43594 0.305
H 0.87190 -3.42165 -5.42727 0.477
H 0.33478 -1.86208 -4.89213 0.032
H -0.04837 -3.39019 -3.96063 0.190
H 1.38113 -3.03505 -1.94943 -0.270
H 2.02924 -1.48024 -2.15812 -0.360
H 3.12138 -3.04198 -2.15041 0.431
C 0.15060 2.40566 4.03756 -0.827
C 0.94823 1.57093 5.02213 0.680
O 1.41761 0.50858 4.69869 -0.411
C 0.81649 1.87222 6.51501 -1.498
H -0.27631 1.79671 3.24066 -0.110
H 0.71549 3.28570 3.73012 0.534
H -0.70608 2.60875 4.68016 0.536
H 1.01608 2.93303 6.66651 0.391
H 1.49863 1.32957 7.16948 0.380
H -0.10220 1.65045 7.05808 0.313
C 5.83926 -2.61860 -0.38720 -0.175
C 6.61922 -1.31866 -0.51117 0.450
O 7.80843 -1.38404 -0.55384 -0.564
C 5.85540 0.01207 -0.50754 -0.604
H 5.13082 -2.58374 -1.21485 -0.036
H 5.28886 -2.70571 0.54958 -0.215
H 6.41035 -3.53899 -0.50902 0.397
H 5.56650 0.30556 0.50166 0.156
H 4.90095 -0.06951 -1.02763 0.071
H 6.51112 0.81105 -0.85362 0.415
C 0.12053 6.88958 1.77316 -1.192
C -0.40210 6.24769 0.50396 0.607
O -0.45934 6.93819 -0.48846 -0.544
C -0.95794 4.76992 0.43409 -0.120
H 0.58528 7.80145 1.39818 0.365
H 0.98481 6.35962 2.17346 0.188
H -0.63416 7.10710 2.52895 0.354
H -1.87449 4.61730 -0.13579 0.374
H -1.09216 4.36085 1.43546 0.343
H -0.21567 4.08190 0.02941 -0.443
```

The HOMO energy comes out at -9.3088 eV. Its LUMO energy is 0.3 eV. The calculation puts the gap between HOMO and LUMO at 0.35336 Ha. The calculation puts the relative energy (zero: lowest compared OMol25 entry of this formula, charge and spin) at 33.9 kcal per mole.